12
Properties=species:S:1:pos:R:3:forces:R:3:lowdin_charge:R:1 method="wB97M-V/def2-TZVPD" orbital_gap_ev="4.96 / 4.95" e_lumo_ev="-5.74 / -5.74" e_homo_ev="-10.69 / -10.68" charge=+1 de_lowest_ev=0.000
C -2.789 0.053 -1.101 -1.822 0.453 -1.619 0.14
C 0.729 0.369 0.408 0.662 -2.073 -0.145 -0.38
N 4.738 -0.350 0.955 0.497 -0.461 2.469 -0.53
N -2.376 0.155 0.082 0.073 -2.196 2.868 0.17
O 1.295 -0.632 0.577 -0.297 1.292 0.087 0.21
O 0.046 1.278 0.171 0.111 0.863 0.170 0.17
S 4.478 0.000 -0.485 -0.446 0.288 -2.036 0.60
H -3.519 -0.772 -1.419 1.439 1.077 0.611 0.16
H -2.609 0.894 -1.802 0.189 -0.757 0.354 0.14
H 4.318 -1.209 1.342 -0.013 0.187 -0.460 -0.02
H -1.718 0.846 0.499 -0.560 -0.013 -1.048 0.13
H -2.592 -0.632 0.774 0.166 1.339 -1.250 0.20